[1]
Density functional theory data (wB97M-V/def2-TZVPD) for a molecular structure, C4H8N2OS at a distorted geometry.

Computed properties:
HOMO = -8.91 eV
2S+1 = 1
Orbital gap = 8.9 eV
ΔE to the lowest compared entry with this formula, charge and spin = 178.1 kcal/mol
E_LUMO = -0.05 eV

CARTESIAN COORDINATES (ANGSTROEM)
1 C 1.345 0.446 -1.273
2 C 1.319 -1.121 0.661
3 C -1.192 1.063 0.945
4 C -1.544 -0.865 -0.438
5 H 1.660 1.495 -0.845
6 H 2.279 0.150 -1.396
7 H 0.796 0.625 -2.198
8 H 1.005 -1.345 1.929
9 H -0.389 0.873 2.312
10 H -2.450 0.675 1.256
11 H -1.024 2.413 0.181
12 H -0.916 -1.632 -1.039
13 N 0.604 -0.278 -0.164
14 N -0.708 0.067 0.076
15 O 2.444 -1.566 0.246
16 S -3.229 -1.000 -0.253

***

[2]
Density functional theory data (wB97M-V/def2-TZVPD) for C2HClFN in the gas phase at a distorted geometry.

Computed properties:
HOMO = -11.68 eV
2S+1 = 1
Orbital gap = 10.9 eV
SMILES = N#C[C@H](F)Cl
ΔE to the lowest compared entry with this formula, charge and spin = 33.9 kcal/mol
E_LUMO = -0.79 eV

CARTESIAN COORDINATES (ANGSTROEM)
1 N 1.464 0.177 -1.638
2 C 0.719 -0.362 -0.798
3 C -0.186 -0.129 0.251
4 F -1.494 -0.503 -0.090
5 Cl -0.385 1.419 1.060
6 H -0.117 -0.601 1.215

***

[3]
Density functional theory data (wB97M-V/def2-TZVPD) for C4H9BN2O2 in the gas phase at a distorted geometry.

Computed properties:
HOMO = -7.79 eV
2S+1 = 1
Orbital gap = 7.9 eV
SMILES = CN1N=CC[C@@H]1B(O)O
ΔE to the lowest compared entry with this formula, charge and spin = 46.3 kcal/mol
E_LUMO = 0.08 eV

CARTESIAN COORDINATES (ANGSTROEM)
1 C 0.582 -1.354 -1.608
2 N 0.853 -0.787 -0.354
3 N 2.096 -0.534 0.105
4 C 2.197 0.547 0.825
5 C 0.723 1.166 1.054
6 C 0.018 0.399 -0.036
7 B -1.568 0.054 0.235
8 O -1.705 -1.034 0.999
9 O -2.365 1.088 0.007
10 H 1.063 -2.314 -1.890
11 H -0.546 -1.479 -1.673
12 H 0.804 -0.692 -2.455
13 H 2.884 0.924 1.539
14 H 0.352 0.860 1.965
15 H 0.486 2.224 1.026
16 H 0.100 1.165 -0.953
17 H -2.608 -1.252 1.401
18 H -3.368 1.019 -0.186

***

[4]
Density functional theory data (wB97M-V/def2-TZVPD) for a molecular structure, C23H49N2O2P3Pb at a distorted geometry.

Computed properties:
HOMO (spin up / spin down) = -18.43 / -18.42 eV
2S+1 = 1
Orbital gap (spin up / spin down) = 2.8 / 2.8 eV
Net charge = +4
E_LUMO (spin up / spin down) = -15.65 / -15.65 eV

CARTESIAN COORDINATES (ANGSTROEM)
1 Pb -1.750 3.418 -0.919
2 P -1.197 -1.811 -0.057
3 P 1.844 -1.212 1.557
4 P 2.342 -2.414 -2.612
5 H -1.060 5.187 -2.639
6 C -1.034 4.099 -2.849
7 C -2.316 3.410 -3.009
8 H -3.284 3.916 -2.924
9 C -2.874 -1.135 0.234
10 C -1.264 -3.285 1.045
11 C -1.599 -2.665 -1.637
12 C 3.440 -0.300 1.423
13 C 1.368 -0.610 3.234
14 C 2.486 -2.866 2.055
15 C 2.058 -2.565 -4.380
16 C 2.343 -3.950 -1.731
17 C 3.708 -1.309 -2.256
18 H -0.133 3.736 -3.377
19 H -2.281 2.534 -3.653
20 H -3.109 -0.441 -0.582
21 H -2.891 -0.562 1.166
22 H -3.605 -1.951 0.251
23 H -1.163 -2.975 2.095
24 H -0.426 -3.961 0.807
25 H -2.219 -3.812 0.903
26 H -1.699 -1.897 -2.420
27 H -2.537 -3.236 -1.529
28 H -0.780 -3.333 -1.938
29 H 4.138 -0.668 2.187
30 H 3.252 0.769 1.584
31 H 3.870 -0.435 0.423
32 H 2.265 -0.385 3.827
33 H 0.765 -1.371 3.745
34 H 0.766 0.301 3.117
35 H 3.484 -2.760 2.495
36 H 2.545 -3.509 1.169
37 H 1.805 -3.313 2.789
38 H 2.576 -3.478 -4.700
39 H 2.422 -1.674 -4.891
40 H 0.989 -2.666 -4.558
41 H 2.407 -4.736 -2.491
42 H 1.434 -4.057 -1.126
43 H 3.205 -3.964 -1.066
44 H 4.386 -1.344 -3.118
45 H 4.211 -1.639 -1.351
46 H 3.365 -0.283 -2.073
47 C 0.472 0.334 -3.613
48 C 1.366 1.396 -3.273
49 C 2.040 2.014 -4.321
50 C 1.689 1.743 -5.651
51 C 0.567 0.964 -5.932
52 C -0.146 0.394 -4.889
53 O 0.252 -0.705 -2.838
54 H 1.167 -1.569 -2.283
55 H 1.549 1.675 -2.227
56 H 2.868 2.696 -4.105
57 H 2.294 2.170 -6.450
58 H 0.276 0.763 -6.970
59 H -1.056 -0.185 -5.043
60 C -2.406 -0.538 3.898
61 N -2.151 0.857 4.171
62 C -2.616 1.359 5.442
63 C -1.918 2.663 5.748
64 C -2.119 3.631 4.612
65 N -1.718 3.017 3.372
66 C -1.495 3.860 2.226
67 C -1.830 1.674 3.113
68 O -1.606 1.223 1.961
69 H -3.384 -0.688 3.399
70 H -2.394 -1.105 4.847
71 H -1.634 -0.929 3.219
72 H -3.707 1.534 5.414
73 H -2.404 0.601 6.209
74 H -0.848 2.479 5.879
75 H -2.307 3.090 6.678
76 H -1.521 4.535 4.749
77 H -3.177 3.941 4.586
78 H -1.403 4.888 2.556
79 H -0.566 3.566 1.720
80 H -2.385 3.859 1.572

***

no.,DFT total energy (Ha)
1,-739.878240
2,-691.539070
3,-442.667158
4,-2380.930637